P.
Below is one molecule with the formula C4H13N3, with properties calculated with the ωB97M-V functional and the def2-TZVPD basis.

```
! wB97M-V def2-TZVPD RIJCOSX def2/J DEFGRID3
* xyz 0 1
N 2.240 -2.201 1.116
C 1.891 -0.987 0.446
C 0.437 -0.571 0.347
N 0.334 0.899 0.407
C -0.431 1.601 -0.603
C -1.968 1.425 -0.602
N -2.460 0.077 -0.926
H 2.036 -3.090 0.689
H 2.805 -2.155 1.937
H 2.300 -0.943 -0.572
H 2.496 -0.173 0.869
H -0.010 -0.887 -0.608
H -0.280 -1.022 1.039
H 0.051 1.179 1.337
H -0.289 2.650 -0.391
H -0.090 1.289 -1.588
H -2.337 1.573 0.420
H -2.407 2.150 -1.285
H -2.191 -0.572 -0.202
H -2.129 -0.243 -1.830
*
```

Its structure (SMILES) is NCCNCCN. For the gap between HOMO and LUMO, the calculation gives 9.279 eV. As for the HOMO energy: -8.19 eV.

Löwdin population analysis, charges in e, atoms 1 to 5: N -0.009; C -0.302; C -0.240; N -0.083; C -0.244

---

Q.
Below is one molecule with the formula C4H13N3, with properties calculated with the ωB97M-V functional and the def2-TZVPD basis.

```
! wB97M-V def2-TZVPD RIJCOSX def2/J DEFGRID3
* xyz 0 1
N 2.083 -0.649 -2.081
C 0.724 -0.092 -2.108
C -0.178 -0.696 -1.052
C 0.326 -0.450 0.384
N 0.008 0.884 0.835
C -1.209 1.101 1.505
N -1.446 0.165 2.638
H 2.317 -0.983 -3.010
H 2.117 -1.482 -1.500
H 0.805 0.987 -1.950
H 0.265 -0.248 -3.085
H -1.173 -0.262 -1.087
H -0.268 -1.775 -1.228
H 1.404 -0.590 0.410
H -0.115 -1.173 1.075
H 0.746 1.515 1.093
H -1.257 2.131 1.874
H -2.101 0.978 0.885
H -2.332 0.393 3.067
H -0.717 0.248 3.336
*
```

Its structure (SMILES) is NCCCNCN. For the gap between HOMO and LUMO, the calculation gives 9.694 eV. As for the HOMO energy: -8.57 eV.

Löwdin population analysis, charges in e, atoms 1 to 5: N -0.017; C -0.302; C -0.199; C -0.235; N -0.073

---

Most stable: Q. Least stable: P.

---

P.
Below is one molecule with the formula C4H13N3, with properties calculated with the ωB97M-V functional and the def2-TZVPD basis.

```
! wB97M-V def2-TZVPD RIJCOSX def2/J DEFGRID3
* xyz 0 1
N 1.080 -1.131 0.856
C 0.145 -1.977 0.131
C -0.366 -1.272 -1.122
N -0.909 0.062 -1.046
C -0.052 1.233 -0.947
C -0.123 2.057 0.389
N -0.633 1.278 1.503
H 1.741 -0.656 0.258
H 1.595 -1.564 1.609
H 0.610 -2.891 -0.271
H -0.631 -2.280 0.823
H -1.166 -1.897 -1.535
H 0.418 -1.281 -1.876
H -1.712 0.152 -0.440
H -0.358 1.947 -1.719
H 0.987 0.950 -1.129
H -0.769 2.916 0.184
H 0.878 2.457 0.566
H -0.444 0.294 1.372
H -0.292 1.603 2.393
*
```

Its structure (SMILES) is NCCNCCN. For the gap between HOMO and LUMO, the calculation gives 9.353 eV. As for the HOMO energy: -8.29 eV.

Löwdin population analysis, charges in e, atoms 1 to 5: N -0.012; C -0.274; C -0.246; N -0.081; C -0.220

---

Q.
Below is one molecule with the formula C4H13N3, with properties calculated with the ωB97M-V functional and the def2-TZVPD basis.

```
! wB97M-V def2-TZVPD RIJCOSX def2/J DEFGRID3
* xyz 0 1
N -1.791 -2.556 -1.028
C -1.083 -1.235 -1.059
C -1.583 -0.334 0.057
C -0.510 0.136 1.066
N 0.450 1.016 0.397
C 1.824 1.039 0.781
N 2.586 2.078 0.082
H -1.157 -3.215 -0.596
H -1.793 -2.915 -1.981
H -0.016 -1.456 -0.891
H -1.183 -0.813 -2.059
H -2.086 0.570 -0.292
H -2.284 -0.929 0.646
H -0.021 -0.748 1.487
H -1.026 0.805 1.767
H 0.219 1.175 -0.580
H 1.912 1.265 1.857
H 2.373 0.089 0.694
H 1.944 2.849 -0.106
H 2.674 1.758 -0.888
*
```

Its structure (SMILES) is NCCCNCN. For the gap between HOMO and LUMO, the calculation gives 9.358 eV. As for the HOMO energy: -8.44 eV.

Löwdin population analysis, charges in e, atoms 1 to 5: N -0.021; C -0.278; C -0.207; C -0.232; N -0.098

---

Most stable: P. Least stable: Q.